No. 1
The following is a DFT calculation (ωB97M-V with the def2-TZVPD basis set) of a 2-piece molecular cluster, C5H13NO overall at a distorted geometry.

Geometry as XYZ:
```
20
Properties=species:S:1:pos:R:3:nbo_charge:R:1
C -0.183 -2.616 -0.256 -0.716
C -1.282 -1.909 0.484 0.672
N -2.492 -1.862 -0.158 -0.829
O -1.153 -1.445 1.597 -0.604
H -0.391 -2.639 -1.314 0.207
H -0.010 -3.650 0.058 0.243
H 0.773 -2.124 -0.128 0.241
H -3.144 -1.230 0.283 0.397
H -2.621 -1.996 -1.145 0.390
C 0.608 2.018 -1.144 -0.613
C 1.411 2.988 -0.288 -0.409
C 2.777 2.436 0.156 -0.609
H -0.189 1.539 -0.564 0.209
H 1.215 1.215 -1.554 0.203
H 0.013 2.545 -1.887 0.208
H 1.607 3.905 -0.837 0.196
H 0.872 3.315 0.596 0.203
H 3.618 2.828 -0.434 0.202
H 3.071 2.662 1.174 0.211
H 2.851 1.369 -0.050 0.200
```

SMILES ... CC(N)=O.CCC
HOMO energy ... -0.3640 hartree
Orbital gap ... 10.715 eV

---

No. 2
The following is a DFT calculation (ωB97M-V with the def2-TZVPD basis set) of C5H13NO as an isolated structure at a distorted geometry.

Geometry as XYZ:
```
20
Properties=species:S:1:pos:R:3:nbo_charge:R:1
C -2.889 -0.050 0.056 -0.205
N -1.845 0.552 -0.793 -0.656
C -0.470 0.469 -0.428 -0.112
C 0.251 -0.659 -0.220 0.021
C 4.094 0.409 -0.534 -0.855
O 1.513 -0.734 0.398 -0.664
C -2.471 -0.384 1.506 -0.630
H -3.763 0.606 0.032 0.186
H -3.337 -1.015 -0.265 0.166
H -2.056 0.558 -1.776 0.383
H 0.021 1.435 -0.420 0.177
H 4.171 -0.664 -0.420 0.226
H -0.087 -1.650 -0.511 0.185
H 4.984 0.912 -0.159 0.214
H 4.021 0.492 -1.619 0.206
H 3.274 0.959 -0.080 0.209
H 1.462 -0.022 -0.393 0.507
H -2.028 0.498 1.993 0.205
H -3.235 -0.674 2.225 0.225
H -1.610 -1.035 1.408 0.213
```

HOMO energy ... -0.3151 hartree
Orbital gap ... 9.495 eV

---

No. 3
The following is a DFT calculation (ωB97M-V with the def2-TZVPD basis set) of one molecule with the formula C5H13NO at a distorted geometry.

Geometry as XYZ:
```
20
Properties=species:S:1:pos:R:3:nbo_charge:R:1
C 0.544 -1.777 -2.682 -0.621
C -0.287 -1.358 -1.450 -0.218
N -0.043 0.026 -0.846 -0.640
C -0.192 0.038 0.665 -0.074
C -1.482 0.920 0.898 -0.621
C 0.999 0.814 1.118 -0.062
O 0.530 1.400 2.285 -0.750
H 1.608 -1.866 -2.375 0.208
H 0.191 -2.799 -3.055 0.209
H 0.492 -1.105 -3.555 0.211
H -1.402 -1.484 -1.723 0.163
H -0.098 -2.019 -0.574 0.182
H -0.747 0.601 -1.268 0.355
H -0.291 -0.943 1.134 0.195
H -2.361 0.311 0.864 0.203
H -1.476 1.361 1.871 0.239
H -1.584 1.684 0.198 0.194
H 1.249 1.644 0.396 0.181
H 1.953 0.240 1.356 0.171
H 1.034 1.170 3.080 0.476
```

SMILES ... CCN[C@H](C)CO
HOMO energy ... -0.3205 hartree
Orbital gap ... 9.603 eV

---

No. 4
The following is a DFT calculation (ωB97M-V with the def2-TZVPD basis set) of one molecule with the formula C5H13NO at a distorted geometry.

Geometry as XYZ:
```
20
Properties=species:S:1:pos:R:3:nbo_charge:R:1
C -0.060 -1.835 -2.216 -0.626
C 0.479 -0.654 -1.391 -0.224
N -0.638 0.288 -1.159 -0.606
C -0.295 1.187 -0.054 -0.252
C -0.423 0.554 1.347 0.068
C 0.888 0.464 2.104 -0.643
O -1.430 1.278 2.084 -0.715
H 0.738 -2.447 -2.654 0.212
H -0.560 -2.506 -1.527 0.205
H -0.553 -1.500 -3.126 0.219
H 1.242 -0.078 -1.894 0.192
H 0.779 -1.144 -0.469 0.159
H -1.433 -0.273 -0.871 0.342
H -0.987 2.021 -0.179 0.204
H 0.694 1.606 -0.267 0.189
H -0.888 -0.422 1.247 0.172
H 0.676 0.449 3.173 0.225
H 1.561 1.283 1.887 0.204
H 1.409 -0.483 1.952 0.217
H -1.199 2.212 2.015 0.457
```

SMILES ... CCNC[C@@H](C)O
HOMO energy ... -0.3281 hartree
Orbital gap ... 9.955 eV

---

No. 5
The following is a DFT calculation (ωB97M-V with the def2-TZVPD basis set) of one molecule with the formula C5H13NO at a distorted geometry.

Geometry as XYZ:
```
20
Properties=species:S:1:pos:R:3:nbo_charge:R:1
C 0.866 2.133 0.281 -0.610
C 0.843 0.933 -0.649 -0.397
C 0.570 -0.513 0.078 -0.042
C 0.524 -1.629 -0.965 -0.643
N -0.600 -0.297 0.886 -0.162
C -1.874 -0.134 0.192 -0.457
O -0.688 -1.692 1.602 -0.644
H 1.336 2.988 -0.217 0.208
H 1.428 1.921 1.195 0.207
H -0.149 2.433 0.559 0.206
H 0.134 1.093 -1.466 0.194
H 1.831 0.812 -1.109 0.201
H 1.436 -0.652 0.734 0.200
H 0.373 -2.603 -0.492 0.231
H 1.467 -1.670 -1.519 0.214
H -0.275 -1.478 -1.698 0.202
H -1.785 -0.049 -0.894 0.193
H -2.570 -0.949 0.407 0.231
H -2.343 0.788 0.551 0.200
H -0.525 -1.433 2.524 0.468
```

SMILES ... CC[C@H](C)N(C)O
HOMO energy ... -0.3383 hartree
Orbital gap ... 10.242 eV

---

No. 6
The following is a DFT calculation (ωB97M-V with the def2-TZVPD basis set) of one molecule with the formula C5H13NO at a distorted geometry.

Geometry as XYZ:
```
20
Properties=species:S:1:pos:R:3:nbo_charge:R:1
C 0.129 -2.200 1.307 -0.605
C -1.254 -1.588 1.021 -0.420
C -1.202 -0.525 -0.094 -0.201
N -0.061 0.314 -0.164 -0.678
C 0.081 1.241 -1.276 -0.238
C 1.108 2.322 -1.014 -0.077
O 2.351 1.909 -0.399 -0.717
H 0.378 -3.021 0.601 0.200
H 0.083 -2.777 2.247 0.209
H 0.910 -1.460 1.404 0.205
H -2.254 -2.003 1.101 0.233
H -1.288 -1.064 2.013 0.192
H -2.052 0.138 0.160 0.164
H -1.499 -0.959 -1.057 0.175
H 0.715 0.433 0.455 0.375
H -0.848 1.757 -1.557 0.189
H 0.267 0.519 -2.087 0.178
H 0.796 3.196 -0.447 0.180
H 1.318 2.787 -1.996 0.174
H 2.321 0.981 -0.216 0.460
```

SMILES ... CCCNCCO
HOMO energy ... -0.3019 hartree
Orbital gap ... 9.160 eV

---

No. 7
The following is a DFT calculation (ωB97M-V with the def2-TZVPD basis set) of one molecule with the formula C5H13NO.

Geometry as XYZ:
```
20
Properties=species:S:1:pos:R:3:nbo_charge:R:1
C 2.781 -0.784 1.255 -0.598
C 1.672 0.270 1.191 -0.403
C 0.871 0.273 -0.117 -0.404
C -0.654 0.272 0.121 -0.197
N -1.412 0.548 -1.064 -0.671
C -2.444 -0.287 -1.570 0.101
O -3.764 0.228 -1.368 -0.735
H 2.355 -1.785 1.343 0.201
H 3.443 -0.584 2.095 0.208
H 3.387 -0.792 0.350 0.201
H 1.011 0.121 2.045 0.193
H 2.119 1.252 1.346 0.199
H 1.114 -0.572 -0.766 0.199
H 1.108 1.173 -0.681 0.196
H -0.930 -0.729 0.476 0.187
H -0.864 0.951 0.952 0.166
H -1.318 1.476 -1.443 0.377
H -2.348 -0.390 -2.647 0.166
H -2.351 -1.244 -1.047 0.152
H -3.775 0.602 -0.470 0.462
```

SMILES ... CCCCNCO
HOMO energy ... -0.3201 hartree
Orbital gap ... 9.751 eV

---

No. 8
The following is a DFT calculation (ωB97M-V with the def2-TZVPD basis set) of a 2-piece molecular cluster, C5H13NO overall at a distorted geometry.

Geometry as XYZ:
```
20
Properties=species:S:1:pos:R:3:nbo_charge:R:1
C -1.952 -0.414 -1.737 -0.394
C -0.625 -0.461 -1.842 -0.184
C 0.219 0.646 -1.271 -0.480
C 1.751 0.333 -1.506 -0.224
N 2.477 -0.610 -0.595 -0.592
C 1.824 -0.713 0.754 -0.454
H -2.382 0.360 -1.119 0.193
H -2.561 -1.191 -2.191 0.202
H -0.131 -1.189 -2.476 0.190
H 0.023 1.556 -1.847 0.230
H 0.056 0.632 -0.168 0.218
H 1.806 0.026 -2.568 0.186
H 2.313 1.292 -1.479 0.184
H 2.190 -1.480 -1.042 0.341
H 2.454 -1.523 1.156 0.212
H 0.780 -1.059 0.903 0.174
H 1.688 0.189 1.322 0.198
O -3.184 0.970 4.681 -0.929
H -3.241 1.502 5.482 0.465
H -2.254 1.079 4.451 0.464
```

SMILES ... C=CCCNC.O
HOMO energy ... -0.3433 hartree
Orbital gap ... 9.991 eV

---

No. 9
The following is a DFT calculation (ωB97M-V with the def2-TZVPD basis set) of a 2-piece molecular cluster, C5H13NO overall at a distorted geometry.

Geometry as XYZ:
```
20
Properties=species:S:1:pos:R:3:nbo_charge:R:1
C -1.536 -1.608 -0.993 -0.715
C -2.295 -0.324 -0.889 0.666
N -1.594 0.819 -1.147 -0.825
O -3.495 -0.295 -0.681 -0.607
H -0.944 -1.797 -0.095 0.232
H -0.823 -1.593 -1.813 0.218
H -2.221 -2.404 -1.116 0.245
H -1.858 1.760 -0.929 0.408
H -0.609 0.656 -1.294 0.378
C 1.759 -0.787 0.584 -0.600
C 0.984 0.377 1.204 -0.414
C 1.405 1.741 0.736 -0.623
H 1.536 -0.904 -0.483 0.187
H 1.522 -1.722 1.000 0.207
H 2.841 -0.687 0.692 0.204
H -0.069 0.119 1.056 0.199
H 1.036 0.204 2.280 0.206
H 0.576 2.445 0.853 0.210
H 2.146 2.225 1.363 0.220
H 1.638 1.773 -0.328 0.203
```

SMILES ... CC(N)=O.CCC
HOMO energy ... -0.3588 hartree
Orbital gap ... 10.585 eV

---

No. 10
The following is a DFT calculation (ωB97M-V with the def2-TZVPD basis set) of a 2-piece molecular cluster, C5H13NO overall.

Geometry as XYZ:
```
20
Properties=species:S:1:pos:R:3:nbo_charge:R:1
C 1.285 0.220 -2.840 -0.596
C 0.750 0.328 -1.421 -0.500
C -0.711 0.693 -1.381 0.672
N -1.048 1.743 -0.591 -0.823
O -1.532 0.103 -2.055 -0.613
H 1.051 -0.730 -3.325 0.223
H 2.380 0.267 -2.808 0.206
H 0.981 1.055 -3.467 0.211
H 0.901 -0.614 -0.875 0.236
H 1.353 1.055 -0.863 0.196
H -1.979 2.127 -0.606 0.402
H -0.329 2.376 -0.285 0.387
C -0.424 -0.949 1.818 -0.615
C -0.370 -1.167 3.323 -0.607
H 0.535 -1.215 1.365 0.194
H -1.183 -1.603 1.387 0.210
H -0.612 0.073 1.476 0.209
H -1.361 -1.277 3.765 0.203
H 0.158 -0.381 3.865 0.201
H 0.155 -2.106 3.518 0.202
```

SMILES ... CCC(N)=O.CC
HOMO energy ... -0.3573 hartree
Orbital gap ... 10.555 eV

---

No. 11
The following is a DFT calculation (ωB97M-V with the def2-TZVPD basis set) of a 2-piece molecular cluster, C5H13NO overall at a distorted geometry.

Geometry as XYZ:
```
20
Properties=species:S:1:pos:R:3:nbo_charge:R:1
C -0.718 1.446 -1.544 -0.593
C -1.451 0.213 -0.892 -0.525
C -0.499 -0.934 -1.028 0.685
N 0.249 -1.194 0.157 -0.858
O -0.173 -1.443 -2.064 -0.577
H -0.963 1.564 -2.596 0.225
H 0.317 1.345 -1.234 0.216
H -1.137 2.385 -1.145 0.207
H -1.877 0.425 0.073 0.214
H -2.283 0.047 -1.582 0.239
H 0.472 -2.116 0.506 0.399
H -0.235 -0.689 0.888 0.368
C 1.837 0.555 1.899 -0.617
C 0.523 0.837 2.692 -0.631
H 1.845 -0.395 1.346 0.231
H 2.075 1.400 1.261 0.204
H 2.661 0.391 2.596 0.200
H 0.213 -0.174 2.995 0.197
H -0.178 1.288 1.986 0.193
H 0.413 1.547 3.518 0.223
```

SMILES ... CCC(N)=O.CC
HOMO energy ... -0.3603 hartree
Orbital gap ... 10.651 eV

---

No. 12
The following is a DFT calculation (ωB97M-V with the def2-TZVPD basis set) of a 2-piece molecular cluster, C5H13NO overall at a distorted geometry.

Geometry as XYZ:
```
20
Properties=species:S:1:pos:R:3:nbo_charge:R:1
C -0.598 1.838 2.125 -0.660
C 0.023 0.524 1.717 -0.191
C 1.297 0.364 1.337 -0.190
C 1.692 -0.544 0.205 -0.459
C 0.564 -0.890 -0.786 -0.226
N -0.150 0.223 -1.422 -0.848
H -1.658 1.919 1.924 0.225
H -0.499 2.049 3.201 0.219
H -0.021 2.648 1.684 0.217
H -0.671 -0.288 1.510 0.189
H 2.058 0.963 1.828 0.197
H 2.194 -1.495 0.427 0.219
H 2.483 -0.069 -0.393 0.205
H 0.908 -1.505 -1.618 0.192
H -0.062 -1.577 -0.212 0.198
H 0.467 0.984 -1.684 0.359
H -0.740 0.601 -0.690 0.365
O -2.211 -1.431 -2.393 -0.955
H -1.326 -1.044 -2.502 0.485
H -2.541 -1.316 -3.266 0.456
```

SMILES ... C/C=C/CCN.O
HOMO energy ... -0.3263 hartree
Orbital gap ... 9.910 eV

---

The records above give, respectively, energy relative to the best compared isomer or geometry (same formula, charge and spin) values of 8.72, 99.30, 51.59, 32.86, 60.61, 60.80, 24.76, 62.11, 8.09, 2.88, 27.57, 46.52 kcal/mol.